A 5-piece molecular cluster, C36H53BF24IN6O16P2S overall at a distorted geometry. Source: the Open Molecules 2025 dataset; level of theory: ωB97M-V with the def2-TZVPD basis set.

```
140
Properties=species:S:1:pos:R:3:forces:R:3
C -1.679 -1.903 1.776 0.425 1.444 0.264
H 0.515 5.051 0.737 -0.187 0.092 0.020
F -0.290 3.481 -5.356 -0.100 0.112 0.187
O -4.928 -1.649 2.683 0.159 0.270 -0.040
C -2.217 3.184 -1.153 0.521 -0.148 -0.341
F 5.636 -5.677 -4.945 0.174 -0.052 0.019
C 3.561 0.882 -4.734 0.438 -0.349 0.273
H -2.871 3.935 -1.582 -0.254 0.126 0.033
F 1.124 3.428 -6.982 0.128 0.053 -0.082
O -2.998 -1.366 1.870 -0.049 0.020 -1.305
H 1.935 9.040 0.267 -0.170 -0.081 -0.104
C 5.389 -5.062 -0.810 -0.030 0.059 0.604
C 0.174 2.032 1.070 -0.628 1.070 -0.142
O 1.059 1.721 4.117 0.854 -0.945 -0.925
H -2.470 3.884 2.601 -0.020 0.279 -0.202
C -1.926 -3.457 1.863 -0.872 -1.040 -0.390
C -1.334 0.097 0.286 0.524 0.395 -1.004
C 5.331 -0.128 1.577 0.889 -0.893 -0.676
N -3.819 -1.602 3.003 -0.226 -0.375 1.159
C 1.001 -2.284 -1.308 -0.567 -0.143 -0.191
S 1.604 -0.678 2.097 1.610 -2.030 -3.508
C -6.981 -4.704 -2.340 0.281 -0.219 0.138
H -0.361 -1.665 6.538 -0.213 -0.030 0.119
H 1.591 1.580 4.901 0.006 0.213 0.295
H -4.054 -6.005 -3.592 0.070 -0.069 0.064
F 4.146 -2.145 1.928 -0.390 0.397 -0.041
H -3.351 0.798 0.864 0.284 0.215 0.398
O 5.042 -5.517 -2.132 0.217 -0.158 -0.163
C 4.906 -4.540 -3.013 0.053 -0.197 0.360
O 0.012 9.256 1.042 -0.051 -0.050 0.221
F 6.042 0.771 2.269 -0.887 -0.169 -0.531
H 1.011 -1.443 -1.990 0.264 0.195 0.087
F -7.559 -3.158 -0.647 0.047 -0.130 0.201
C -1.010 -0.022 -2.367 0.468 0.080 -0.846
F -8.181 -2.688 -2.648 -0.128 -0.050 -0.212
F 6.215 -1.033 1.084 -0.461 0.608 0.253
F 3.602 -6.037 -4.311 -0.129 -0.089 0.092
C 0.822 3.200 1.829 1.656 0.578 -0.888
H -3.140 1.526 -1.996 0.214 -0.289 -0.177
O 2.456 1.349 -5.531 -0.042 0.090 -0.190
C -0.556 0.431 -0.999 0.597 0.118 -0.201
N -2.447 3.063 2.012 0.326 -0.194 0.197
O -5.842 -5.126 -1.816 0.103 0.102 0.175
C -0.860 -1.279 2.956 -1.577 -0.291 0.628
N 0.000 -0.080 2.580 0.433 -0.908 0.683
C 1.336 9.779 0.797 0.504 0.312 -0.019
C -0.317 -2.276 3.980 1.276 -1.503 0.250
H 1.110 -3.175 -1.931 0.046 -0.207 -0.065
F 3.372 1.088 2.784 -0.189 -0.220 0.004
O -0.108 8.471 -1.060 -0.047 -0.190 -0.345
C -1.943 8.115 0.460 -0.458 0.031 0.001
C -0.565 8.641 0.026 0.268 0.137 0.185
H 0.582 -3.145 6.500 0.035 -0.170 0.188
C -3.028 1.885 -0.978 0.016 0.617 -0.381
H -1.662 -0.804 3.503 0.144 0.338 0.099
H -4.764 -6.768 -1.318 -0.002 0.210 0.093
N -0.194 0.223 -3.313 -0.151 -0.150 0.252
C -0.943 -4.676 1.741 0.533 -0.940 -0.762
C 4.165 -4.488 -0.136 -0.273 0.025 -0.084
H 1.824 -2.327 -0.608 0.114 0.307 0.191
H 1.667 -2.269 4.523 0.001 -0.350 -0.110
O 2.007 -0.138 0.834 -0.509 1.693 0.546
C 3.085 -0.071 -3.663 -0.200 0.047 0.244
H 2.207 4.655 1.031 0.124 0.204 0.090
H -1.086 -3.226 -2.500 -0.061 -0.035 -0.274
H 2.524 -0.894 -4.107 0.082 -0.041 -0.029
H -6.369 -7.138 -1.929 -0.133 0.145 -0.062
F 0.083 3.887 2.779 -0.493 -0.345 0.270
C -4.908 -6.671 -3.459 -0.091 0.266 -0.146
H 2.281 11.510 -0.054 0.024 -0.017 0.039
H -2.937 0.901 4.323 0.008 -0.163 0.229
H 0.929 1.784 0.343 0.276 -0.534 0.201
F 4.687 0.402 0.538 0.331 0.137 0.743
H -1.130 -2.606 4.613 -0.383 0.405 0.101
C 0.596 -2.087 6.250 -0.084 0.129 -0.289
C 3.135 -0.211 3.076 0.534 1.737 0.553
C 0.614 2.728 -5.967 -0.139 0.051 -0.085
F -0.009 1.661 -6.473 -0.075 -0.203 -0.033
P -0.602 -2.650 -0.489 0.352 -0.687 0.247
H 3.928 -0.481 -3.107 0.101 -0.031 -0.103
O -7.744 -5.339 -2.996 -0.341 -0.013 -0.210
O -3.001 0.965 3.362 0.134 0.034 -0.315
F 5.187 -1.258 3.587 -0.423 0.164 0.074
O -0.671 0.463 5.090 -0.297 -0.688 -0.586
H -1.729 3.641 -0.302 -0.295 -0.018 0.290
H 0.010 -3.198 3.513 -0.113 0.060 -0.456
C -7.217 -3.241 -1.934 -0.128 0.382 0.067
F 4.135 -4.152 -5.208 -0.047 0.218 -0.033
H 0.854 10.966 -0.942 0.080 -0.051 -0.036
C -2.763 0.682 -0.037 -1.194 -0.876 0.352
F -2.527 -3.703 3.090 0.459 0.472 0.264
H -0.600 -0.101 -4.186 0.027 0.109 -0.245
H -0.553 2.562 0.464 -0.237 -0.146 -0.052
H -1.951 -0.485 -2.623 -0.354 -0.044 0.682
O -1.570 -2.747 -1.821 -0.031 0.403 0.193
F -6.104 -2.503 -2.105 -0.045 -0.184 -0.195
F -1.803 7.045 1.262 0.179 -0.166 0.112
F 3.087 -0.280 4.404 -0.244 -0.584 -0.225
H -0.508 1.496 -1.168 -0.364 0.258 0.300
C 1.280 11.094 0.052 -0.308 -0.007 -0.123
H -4.052 2.191 -0.777 -0.191 -0.109 0.420
C -5.497 -6.502 -2.076 0.244 -0.503 -0.091
H 6.193 -4.329 -0.858 -0.034 0.041 -0.219
H 4.101 1.728 -4.312 -0.171 0.123 0.006
C -0.675 0.837 1.559 -1.139 0.856 -0.881
H 2.421 0.434 -2.960 0.056 0.012 -0.068
H 0.655 11.808 0.587 0.088 0.025 0.081
C 1.239 4.244 0.778 -0.178 -0.167 -0.108
H -1.452 3.044 -1.915 0.196 -0.009 -0.067
H 1.780 9.920 1.779 -0.195 -0.071 0.110
H 3.350 -5.213 -0.130 0.059 -0.086 0.074
H -1.077 -5.385 2.552 -0.333 0.379 0.565
H 1.320 3.823 -0.220 0.026 -0.080 -0.144
N 0.797 -1.862 4.820 -0.038 1.107 -0.156
H -0.093 0.125 5.777 -0.007 -0.071 0.268
O 1.905 2.827 -3.932 -0.104 0.326 0.260
P -1.719 1.805 2.808 0.130 -0.490 0.797
C 4.401 -0.979 2.523 1.034 -0.434 0.260
B 0.056 0.804 3.954 -1.052 2.363 1.722
O 1.560 -2.099 1.968 -0.838 -0.217 2.059
H 1.364 -1.577 6.823 0.257 -0.069 0.103
H 5.770 -5.929 -0.276 -0.108 -0.162 -0.184
N -1.181 -1.351 0.516 -0.053 -1.067 -0.429
H 1.759 2.915 2.282 -0.168 -0.407 0.530
H 3.814 -3.608 -0.675 0.086 0.040 0.088
I -4.161 -0.814 -0.891 0.350 0.361 0.122
H 4.234 0.375 -5.422 -0.154 0.036 -0.199
H -4.583 -7.699 -3.608 0.009 -0.015 0.041
F -2.637 9.033 1.128 0.031 0.153 0.129
F -2.667 7.740 -0.585 0.066 -0.089 -0.236
O 5.040 -3.378 -2.780 -0.019 0.480 -0.388
H -5.637 -6.425 -4.230 -0.056 -0.080 0.018
H 0.503 0.216 -0.919 0.062 -0.505 0.079
H -3.363 2.801 1.672 -0.168 0.232 -0.086
C 1.730 2.313 -4.993 0.281 -0.303 0.007
F 0.381 -4.411 1.687 -0.034 0.315 0.194
F -1.251 -5.395 0.636 -0.021 0.144 -0.078
C 4.560 -5.111 -4.397 -0.053 -0.085 -0.237
H 4.382 -4.200 0.889 0.075 -0.084 0.035
F -2.947 -3.711 1.010 0.370 0.167 -0.306
```
Forces are in eV/Å.

## Properties
**HOMO energy**: -10.94 eV
**Energy**: -183292.0377 eV
**Charge**: +1

***

C36H53BrN2NbO14 as an isolated structure at a distorted geometry. Source: the Open Molecules 2025 dataset; level of theory: ωB97M-V with the def2-TZVPD basis set.

```
107
Properties=species:S:1:pos:R:3:forces:R:3
C -6.427 1.626 1.361 -0.604 -1.307 0.511
H 8.277 0.716 -2.164 -0.134 -0.103 -0.088
O 1.365 2.107 -0.212 -0.105 0.031 0.051
H -0.941 2.952 4.538 -0.273 -0.206 0.089
O -0.575 2.269 -6.217 0.067 -0.163 0.127
C 0.128 1.150 -5.908 0.109 -0.113 0.048
H 0.729 -5.100 1.412 -0.010 0.183 0.076
H -0.339 4.236 -5.568 -0.049 -0.097 -0.174
O -0.020 0.093 -6.438 -0.058 0.021 -0.052
H 1.048 4.158 -2.992 -0.013 0.002 -0.056
C 8.965 0.287 -2.893 0.291 0.156 0.315
H -4.726 0.654 5.034 0.038 0.050 -0.272
C -0.943 -3.824 1.907 0.043 -1.153 -0.332
C 1.286 -3.063 1.891 0.937 -0.292 -0.252
H 6.958 -0.978 2.374 -0.015 0.012 0.105
H -2.944 -1.380 4.263 -0.040 0.248 -0.157
C -0.325 3.222 -5.174 -0.099 0.213 -0.146
H -5.411 3.703 -1.102 -0.001 -0.159 0.147
H -7.100 2.942 4.124 0.055 -0.283 0.233
H -2.095 4.563 3.423 -0.119 0.011 -0.242
N -5.592 -0.597 2.044 -0.237 -0.102 0.484
H 1.486 1.034 2.036 0.043 0.307 0.504
H -0.572 2.764 0.520 0.395 0.049 -0.189
C -5.713 3.359 -0.114 0.222 0.198 -0.711
O -4.178 -2.264 -1.941 -0.150 -0.199 -0.046
O 8.460 -3.423 -0.222 0.289 -0.062 -0.151
O -3.351 -3.159 -3.849 -0.192 0.327 0.008
H -2.272 -4.308 -6.175 -0.002 0.034 -0.033
C -6.166 3.870 2.176 0.005 0.439 0.207
H 7.803 -2.214 -4.232 -0.014 -0.182 0.076
C -3.768 -2.140 -3.045 0.025 0.146 0.292
C -1.368 -2.562 2.255 -0.629 0.315 0.227
O 5.185 -1.161 4.476 -0.021 -0.010 -0.241
C -1.824 2.625 3.950 0.948 -0.260 0.422
H 6.777 -2.480 4.242 -0.055 0.124 0.120
H 0.687 2.470 -2.578 -0.057 0.146 -0.062
Nb -1.227 0.605 3.056 -1.723 -0.175 -1.716
H 5.183 -3.081 3.734 -0.004 0.018 -0.151
H -5.089 -1.694 3.743 -0.053 0.267 0.206
H -2.440 -2.432 2.406 0.165 0.113 -0.068
C -6.037 2.030 0.100 0.070 0.437 -0.071
H -3.130 -0.493 -5.642 -0.073 0.063 0.114
O 4.922 -0.711 2.296 0.094 0.025 0.341
C 6.062 -2.588 1.264 -0.341 0.217 -0.177
H -0.214 0.392 4.545 -0.170 0.023 -0.365
C -6.764 0.154 1.620 0.370 -0.026 -1.155
O 1.016 1.391 -4.916 -0.216 0.033 -0.394
H 1.832 3.244 -5.296 -0.076 -0.065 -0.130
H -5.469 5.304 0.733 -0.084 -0.161 0.134
H 6.363 -2.104 0.338 0.022 -0.020 0.024
H -1.317 3.720 2.306 -0.165 -0.044 -0.100
C -5.378 -0.664 3.498 -0.051 0.823 -0.518
Br -2.735 0.858 0.958 0.365 -0.137 0.440
H 2.356 -3.239 1.745 -0.196 0.075 0.050
C 7.781 -1.932 -3.182 -0.098 -0.157 -0.243
H -1.105 3.123 -4.416 0.107 -0.053 0.085
O -6.933 2.125 3.638 -0.106 0.425 -0.341
H -5.976 1.323 -0.724 -0.012 -0.020 0.254
C -6.511 2.546 2.392 0.063 0.238 0.181
H 6.753 -3.404 1.463 0.052 0.065 0.008
H 8.645 0.568 -3.897 0.002 -0.071 -0.008
H -7.042 -0.247 0.631 -0.038 0.050 0.280
H 9.942 0.734 -2.707 -0.014 0.001 -0.061
C 0.255 2.067 0.676 0.161 -2.820 0.383
O -3.637 -0.943 -3.677 0.015 -0.234 -0.052
H -5.551 -1.506 1.608 -0.075 0.078 0.031
C -3.112 -2.612 -5.155 0.534 -0.193 -0.271
H -1.634 -4.660 1.784 -0.146 0.383 0.044
H -1.611 -2.752 -6.700 -0.034 0.069 0.046
H 9.917 -1.608 -3.259 -0.047 -0.103 0.025
C 0.402 -4.104 1.703 -0.210 0.159 0.063
H -6.205 4.612 2.975 0.000 -0.286 0.002
H -4.293 1.272 3.462 -0.077 -0.350 -0.180
H 1.636 -1.053 2.412 -0.228 0.010 0.027
O 9.122 -1.593 -1.362 -0.134 -0.306 -0.096
H -4.028 -2.721 -5.744 -0.044 0.077 0.075
H 0.754 2.628 2.610 0.569 -0.504 0.462
C -1.963 -3.318 -5.836 -0.063 -0.451 0.053
C 5.841 -2.208 3.757 0.136 -0.023 0.270
H 2.325 2.937 -2.959 -0.039 0.039 0.058
H 0.890 0.028 -0.050 -0.456 -0.087 -0.200
C -0.492 -1.484 2.450 0.223 -0.023 0.511
O 3.703 0.413 3.823 0.122 0.028 0.052
C -2.925 -0.281 4.325 0.551 0.612 0.482
C -5.759 4.272 0.920 0.047 0.240 -0.176
H -0.084 1.153 -1.287 -0.311 -1.069 0.140
H -1.790 -0.972 -4.581 0.033 -0.153 -0.070
C 1.039 2.810 -4.679 0.051 0.372 0.729
C 0.426 0.963 -0.346 0.652 2.833 0.331
H 6.869 -1.363 -2.984 0.083 0.096 0.043
C -4.334 0.348 4.048 0.095 -0.728 0.874
C 0.582 1.644 2.143 -0.633 1.392 -1.015
H -6.339 -0.402 3.976 0.176 -0.424 0.068
H -2.640 2.496 4.676 -0.043 0.220 -0.378
C 4.521 -0.401 3.558 -0.259 0.169 0.009
H 5.063 -2.995 1.098 -0.015 -0.013 0.196
C 9.035 -1.215 -2.744 -0.118 0.617 -0.193
C 1.283 3.117 -3.219 0.256 -0.329 -0.052
N -2.122 3.673 2.925 0.016 0.092 0.563
H -7.650 0.031 2.266 0.293 0.151 0.127
C 6.050 -1.589 2.396 0.001 -0.506 -0.418
H -1.135 -3.464 -5.142 0.006 0.202 0.011
H -2.674 -0.069 5.378 -0.035 -0.133 -0.234
O 7.785 -3.094 -2.346 0.092 0.183 0.154
C 0.855 -1.799 2.260 0.368 0.269 0.069
C -2.835 -1.164 -4.837 -0.050 0.342 -0.117
C 8.459 -2.768 -1.212 0.057 -0.167 0.098
```
Forces are in eV/Å.

## Properties
**HOMO energy**: -4.42 eV
**Energy**: -141426.5281 eV
**Charge**: -1

***

- Look up the energy of the second one.
  -141426.5281 eV